# 1
The following is a DFT calculation (the ωB97M-V functional and the def2-TZVPD basis) of C37H25Br3Cl7N4OTi as an isolated structure.

Atoms and positions in Å:
Ti (-0.57761, -0.12074, 0.24690)
Br (-3.19141, 4.23455, 4.83382)
C (-2.48440, 2.99968, 3.61590)
C (-3.29471, 2.03024, 3.04901)
C (-2.72178, 1.15973, 2.14339)
N (-1.43418, 1.20910, 1.79609)
C (-0.65299, 2.13956, 2.35945)
C (-1.14594, 3.06041, 3.26930)
C (0.74751, 2.15788, 1.88210)
C (1.71462, 2.96640, 2.45362)
C (2.98674, 2.97654, 1.90963)
Br (4.32253, 4.04906, 2.66527)
C (3.25861, 2.19403, 0.80094)
C (2.24161, 1.40172, 0.30581)
N (1.01274, 1.35848, 0.83216)
H (-4.34292, 1.95405, 3.29735)
H (-3.31630, 0.39100, 1.66910)
H (-0.51628, 3.82916, 3.68951)
H (1.49332, 3.58247, 3.31110)
H (4.23617, 2.18750, 0.34168)
H (2.40652, 0.77925, -0.55964)
Cl (-3.81392, -1.85418, 0.63710)
C (-2.54273, -2.30270, 1.75411)
C (-1.30467, -1.67020, 1.67620)
C (-0.40252, -2.04829, 2.65521)
Cl (1.13091, -1.19368, 2.66779)
C (-0.63844, -3.00810, 3.63179)
Cl (0.55868, -3.39991, 4.79844)
C (-1.87917, -3.63967, 3.64613)
Cl (-2.21932, -4.83708, 4.82626)
C (-2.84459, -3.27840, 2.70545)
Cl (-4.38600, -4.03742, 2.74202)
Br (-2.05796, 7.11520, 0.02468)
C (-1.92550, 5.26679, -0.34136)
C (-0.69600, 4.72377, -0.68114)
C (-0.59710, 3.36457, -0.93028)
C (-1.71757, 2.54644, -0.84848)
C (-2.94905, 3.11114, -0.53013)
C (-3.05684, 4.46961, -0.27154)
N (-1.59628, 1.14282, -1.05350)
C (-2.35765, 0.60735, -1.99926)
C (-2.26614, -0.79069, -2.16646)
C (-2.98473, -1.52235, -3.12572)
C (-2.85066, -2.88453, -3.16489)
C (-2.00265, -3.51059, -2.23848)
C (-1.33023, -2.74026, -1.32662)
N (-1.42812, -1.39490, -1.27906)
H (0.17461, 5.36120, -0.75821)
H (0.35178, 2.93262, -1.21624)
H (-3.82464, 2.47666, -0.45676)
H (-4.01258, 4.90343, -0.01152)
H (-3.01355, 1.21370, -2.61494)
H (-3.63924, -0.99842, -3.80962)
H (-3.39746, -3.47097, -3.89064)
H (-1.87985, -4.58356, -2.22595)
H (-0.69258, -3.19810, -0.58292)
C (3.31750, 2.00892, -2.93801)
C (1.82448, 1.82532, -3.02593)
O (1.28895, 0.83111, -2.56400)
C (0.99993, 2.90016, -3.63493)
C (-0.34139, 2.63378, -3.90848)
C (-1.16149, 3.62922, -4.40562)
C (-0.65018, 4.90431, -4.62094)
C (0.68414, 5.17627, -4.35505)
C (1.51133, 4.17436, -3.87110)
H (3.78076, 1.08875, -2.58894)
H (3.55173, 2.81675, -2.24024)
H (3.73658, 2.28551, -3.90541)
H (-0.72030, 1.63694, -3.72154)
H (-2.19989, 3.41955, -4.62678)
H (-1.29296, 5.68660, -5.00259)
H (1.08024, 6.16763, -4.52846)
H (2.55074, 4.39754, -3.66865)
Cl (1.86188, -3.80169, -2.52705)
C (1.70173, -2.08038, -2.22521)
Cl (1.63383, -1.74338, -0.46119)
H (0.78661, -1.70385, -2.66425)
H (2.56956, -1.56118, -2.60937)

Force components x, y, z for each atom (eV/Å):
Ti 0.02 -0.18 0.10
Br 0.00 0.00 -0.01
C -0.04 -0.02 -0.01
C 0.04 0.03 0.00
C -0.01 -0.05 0.03
N 0.03 -0.05 0.16
C -0.11 0.07 -0.10
C 0.07 0.02 0.02
C 0.04 -0.03 -0.12
C -0.04 0.04 0.06
C 0.03 0.01 -0.02
Br -0.01 0.00 0.00
C -0.03 0.01 0.01
C 0.00 -0.01 0.03
N 0.18 0.15 -0.01
H 0.00 -0.01 -0.01
H 0.00 -0.02 0.00
H 0.00 -0.01 0.02
H 0.00 -0.01 0.01
H 0.00 -0.02 0.00
H 0.02 -0.05 0.05
Cl 0.00 0.02 0.02
C 0.05 -0.08 0.04
C -0.22 0.06 -0.14
C -0.13 0.00 -0.02
Cl 0.07 0.02 0.00
C 0.07 0.03 0.02
Cl -0.01 -0.01 -0.01
C -0.01 -0.02 0.02
Cl 0.00 0.00 -0.01
C -0.03 0.01 -0.02
Cl 0.01 0.01 0.00
Br 0.00 0.00 0.00
C -0.01 -0.01 -0.02
C 0.00 0.00 0.00
C 0.04 0.00 0.14
C -0.05 0.03 0.05
C 0.01 0.00 0.03
C 0.00 0.01 -0.01
N 0.00 0.06 0.09
C -0.04 -0.01 0.01
C 0.03 -0.03 0.00
C -0.02 0.01 -0.01
C -0.01 0.00 -0.01
C 0.01 0.00 -0.01
C -0.01 -0.04 -0.01
N 0.03 -0.01 -0.05
H 0.01 -0.01 0.00
H -0.11 0.05 0.15
H 0.00 0.00 -0.01
H 0.00 0.00 0.00
H 0.02 0.02 -0.01
H 0.00 0.00 0.00
H 0.00 0.00 0.00
H 0.00 0.00 0.01
H 0.01 0.00 0.01
C 0.00 -0.01 -0.05
C -0.06 0.11 -0.08
O 0.10 -0.16 -0.02
C 0.03 0.02 -0.14
C 0.03 -0.03 -0.15
C 0.04 0.00 -0.03
C -0.01 -0.01 0.02
C -0.02 0.02 0.00
C 0.01 -0.02 0.01
H 0.00 -0.01 0.00
H 0.00 0.01 -0.01
H 0.00 0.00 0.00
H 0.03 0.04 -0.02
H -0.01 0.00 0.01
H 0.00 0.00 0.00
H 0.00 0.00 0.00
H 0.00 0.00 0.00
Cl -0.01 0.04 0.02
C -0.01 -0.02 -0.06
Cl 0.00 0.02 0.04
H 0.00 0.00 0.02
H 0.00 0.00 0.01

Computed properties:
spin multiplicity	3
Kohn-Sham gap (alpha / beta)	5.530 / 7.458	eV
calculated total energy	-367680.170	eV
net charge	+1

***

# 2
The following is a DFT calculation (the ωB97M-V functional and the def2-TZVPD basis) of a 2-piece molecular cluster, C2H5ClS overall at a distorted geometry.

Atoms and positions in Å:
C (0.43704, -0.36827, -0.76338)
C (-0.22057, 0.74612, 0.13721)
S (-0.86427, 2.28076, -0.08285)
H (0.86574, 0.06246, -1.68476)
H (1.19657, -1.05962, -0.28244)
H (-0.41815, -0.95888, -0.99079)
H (-0.40515, 0.35193, 1.12828)
Cl (-3.53088, -0.41657, 0.38311)
H (-2.44344, -0.61796, 0.03352)

Force components x, y, z for each atom (eV/Å):
C 0.70 1.93 0.54
C -0.10 0.73 -0.23
S 1.46 -2.61 -0.34
H -0.32 -0.28 0.36
H -0.96 1.20 -0.10
H -0.66 -0.83 -0.59
H 0.05 -0.09 0.34
Cl -5.07 0.84 1.62
H 4.90 -0.89 -1.60

Computed properties:
Kohn-Sham gap (alpha / beta)	8.412 / 8.411	eV
calculated total energy	-25511.250	eV
net charge	0

***

# 3
The following is a DFT calculation (the ωB97M-V functional and the def2-TZVPD basis) of C10H13NO2S as an isolated structure at a distorted geometry.

Atoms and positions in Å:
C (2.02422, -2.17703, 0.96269)
C (1.93084, -0.77174, 0.84901)
C (1.63795, -2.83204, -0.16190)
C (1.67081, -0.37699, -0.46751)
C (1.44365, 2.14106, -0.20765)
C (-1.78768, -0.36625, 1.06864)
C (-0.74115, 0.71696, 1.31528)
C (-1.48585, -0.00851, -0.33164)
C (-2.68054, 0.20645, -1.29885)
C (1.44614, 0.90956, -0.99933)
N (-0.81781, 1.25028, 0.01883)
O (1.17630, 3.27118, -0.89871)
O (1.96528, 2.24084, 0.88621)
S (1.43216, -1.74708, -1.48690)
H (2.11024, -2.54361, 2.01507)
H (2.30772, -0.05476, 1.53375)
H (1.54277, -3.90282, -0.38913)
H (-1.63464, -1.47131, 1.38329)
H (-2.87958, -0.17751, 1.25042)
H (-0.72457, 1.52967, 2.20007)
H (0.26130, 0.07866, 1.37199)
H (-0.70553, -0.74778, -0.80308)
H (-2.30794, 0.17566, -2.28955)
H (-3.27471, 1.19775, -1.01008)
H (-3.49190, -0.42850, -1.01026)
H (1.14473, 0.83330, -2.07211)
H (0.43779, 3.05455, -1.42855)

Force components x, y, z for each atom (eV/Å):
C -1.11 0.21 2.26
C 0.76 -0.13 -1.34
C 0.48 -0.76 -0.95
C 0.12 1.30 0.01
C 2.67 0.46 0.31
C -1.55 -1.95 1.32
C 1.78 1.30 3.68
C 0.13 -0.84 -3.88
C -0.60 2.29 2.67
C -1.36 -1.65 -0.33
N -0.02 -0.64 -0.53
O 0.40 0.22 0.93
O -0.73 -0.50 -0.26
S -0.11 -0.60 0.16
H 0.24 -0.40 -1.36
H 0.04 0.39 0.71
H 0.12 0.62 0.45
H 0.20 1.94 -0.34
H 1.10 0.39 0.35
H -0.04 -2.03 -1.80
H -1.11 1.05 0.31
H -1.54 1.21 0.70
H -0.41 0.03 -1.14
H 1.89 -1.39 -0.92
H -0.16 -1.40 -0.59
H 0.27 0.92 0.92
H -1.46 -0.04 -1.32

Computed properties:
Kohn-Sham gap (alpha / beta)	7.607 / 7.511	eV
calculated total energy	-26996.302	eV
net charge	0

***

Calculated ΔE to the lowest compared entry with this formula, charge and spin (kJ/mol), listed in the same order as above: 61.6; 97.3; 534.5